Density functional theory data (the ωB97M-V functional and the def2-TZVPD basis) for C36H90AsF6Mg2N2O24 as an isolated structure at a distorted geometry.

Geometry as XYZ:
```
161
Properties=species:S:1:pos:R:3
Mg 2.12 1.53 2.59
Mg 0.15 1.54 -2.95
N 0.17 4.09 -1.36
O 0.02 3.38 -2.35
O 1.20 3.88 -0.73
O -0.67 4.86 -1.03
N 0.97 0.21 -0.17
O 0.71 0.79 -1.18
O 1.35 0.86 0.81
O 0.59 -0.92 0.04
As -1.57 3.18 -5.78
F -0.69 2.60 -7.22
F -0.65 2.12 -4.67
F -2.46 3.84 -4.37
F -2.51 4.30 -6.85
F -2.80 1.84 -5.90
F -0.38 4.54 -5.52
C 3.23 -1.34 2.43
O 3.37 0.04 2.40
C 4.40 0.39 1.46
C 4.69 1.87 1.51
O 3.45 2.60 1.67
C 3.65 3.96 1.31
H 3.41 -1.88 1.50
H 2.24 -1.70 2.68
H 3.93 -1.80 3.12
H 4.12 -0.03 0.50
H 5.29 -0.17 1.77
H 5.23 2.22 0.63
H 5.37 2.07 2.34
H 2.78 4.61 1.40
H 4.04 4.01 0.29
H 4.39 4.44 1.95
C -2.78 1.66 -2.26
O -1.62 0.87 -2.54
C -2.04 -0.39 -3.02
C -0.72 -1.16 -3.27
O 0.25 -0.23 -3.83
C 1.14 -0.93 -4.68
H -3.26 1.21 -1.39
H -3.59 1.80 -2.97
H -2.47 2.68 -2.03
H -2.62 -0.20 -3.92
H -2.59 -0.88 -2.21
H -0.76 -2.11 -3.81
H -0.20 -1.46 -2.36
H 1.57 -1.76 -4.13
H 1.97 -0.29 -4.97
H 0.69 -1.18 -5.65
C -0.01 3.75 2.16
O 1.03 3.09 2.87
C 1.16 3.67 4.17
C 2.63 3.52 4.59
O 3.06 2.19 4.24
C 4.29 1.88 4.87
H -0.44 3.15 1.35
H 0.18 4.68 1.64
H -0.93 3.90 2.71
H 0.35 3.27 4.77
H 1.13 4.75 4.02
H 2.63 3.63 5.67
H 3.25 4.27 4.09
H 5.21 2.28 4.44
H 4.59 0.83 4.81
H 4.20 2.01 5.95
C -0.34 -6.71 -1.82
O -0.01 -6.38 -3.17
C -0.82 -5.41 -3.67
C -0.50 -5.10 -5.19
O 0.54 -4.12 -5.23
C 0.93 -3.76 -6.54
H -0.46 -5.82 -1.20
H 0.38 -7.42 -1.41
H -1.26 -7.29 -1.75
H -0.76 -4.51 -3.06
H -1.83 -5.82 -3.66
H -1.37 -4.74 -5.75
H -0.15 -5.94 -5.79
H 1.88 -3.24 -6.51
H 0.15 -3.09 -6.93
H 1.03 -4.64 -7.17
C -5.15 4.58 -0.15
O -4.25 3.54 0.13
C -3.50 3.61 1.26
C -4.22 4.16 2.50
O -5.35 3.37 2.79
C -6.01 3.91 3.94
H -5.40 4.50 -1.21
H -4.76 5.58 -0.01
H -6.06 4.47 0.44
H -2.74 4.35 1.03
H -3.02 2.63 1.36
H -4.53 5.18 2.29
H -3.48 4.17 3.30
H -6.31 4.94 3.76
H -5.40 3.77 4.83
H -6.91 3.31 4.13
C 0.41 2.24 7.61
O 1.03 1.55 6.52
C 0.44 0.37 6.11
C 1.13 -0.21 4.81
O 0.79 0.35 3.56
C -0.51 -0.11 3.16
H -0.61 2.59 7.43
H 1.00 3.12 7.88
H 0.43 1.57 8.47
H -0.63 0.54 5.96
H 0.55 -0.37 6.91
H 1.01 -1.29 4.80
H 2.21 -0.10 4.85
H -0.61 -1.19 3.13
H -0.82 0.37 2.23
H -1.12 0.25 3.99
C 3.21 -6.95 -0.44
O 3.98 -5.96 0.23
C 3.56 -4.63 -0.11
C 2.06 -4.30 0.18
O 1.61 -4.58 1.54
C 0.32 -4.06 1.77
H 3.01 -6.72 -1.48
H 2.21 -7.07 -0.04
H 3.72 -7.92 -0.45
H 3.89 -4.48 -1.14
H 4.23 -3.95 0.41
H 1.37 -4.82 -0.49
H 1.87 -3.26 -0.09
H 0.37 -2.98 1.92
H -0.19 -4.45 2.66
H -0.29 -4.30 0.90
C 4.14 -1.14 -2.47
O 3.29 0.01 -2.60
C 4.03 1.20 -3.04
C 3.09 2.34 -3.13
O 1.85 1.97 -3.80
C 1.94 2.26 -5.22
H 4.78 -1.27 -3.35
H 3.54 -2.05 -2.37
H 4.75 -1.01 -1.59
H 4.58 1.04 -3.97
H 4.71 1.44 -2.22
H 3.51 3.22 -3.62
H 2.89 2.60 -2.09
H 1.66 3.32 -5.22
H 1.15 1.83 -5.83
H 2.93 2.13 -5.66
C -2.74 -1.56 0.79
O -3.89 -2.29 1.07
C -5.04 -1.79 0.37
C -6.35 -2.26 0.87
O -6.49 -3.60 0.46
C -7.69 -4.24 0.92
H -2.11 -1.61 1.67
H -2.99 -0.53 0.53
H -2.19 -2.06 0.00
H -4.95 -2.04 -0.69
H -5.10 -0.71 0.44
H -7.18 -1.61 0.57
H -6.33 -2.17 1.96
H -7.75 -4.29 2.01
H -7.88 -5.26 0.58
H -8.54 -3.62 0.62
```

E_LUMO (Ha): -0.0870
Frontier orbital gap (eV): 8.55
ΔE to the lowest compared entry with this formula, charge and spin (kcal per mole): 5.0
Largest force on an atom (eV/Å): 3.95
Charge: +1

Results of the Mulliken charge analysis, in e, for atoms 1 through 8:
1 Mg 1.435
2 Mg 2.399
3 N 0.288
4 O -0.309
5 O -0.483
6 O -0.634
7 N -0.723
8 O -0.758

Density functional theory data (the ωB97M-V functional and the def2-TZVPD basis) for C36H90ClO24P6Zr as an isolated structure at a distorted geometry.

Geometry as XYZ:
```
158
Properties=species:S:1:pos:R:3
Zr 0.14 -0.60 -0.15
Cl -1.44 -1.94 -1.71
C -4.10 -0.54 4.54
C -3.40 -1.31 3.43
O -3.88 -0.92 2.12
P -3.16 0.18 1.25
O -1.79 -0.18 0.83
O -4.03 0.29 -0.05
C -5.38 -0.19 -0.16
C -5.52 -1.68 -0.47
O -3.30 1.51 2.02
C -4.50 2.20 2.45
C -4.55 3.54 1.75
H -3.53 0.34 4.83
H -5.08 -0.25 4.17
H -4.28 -1.17 5.40
H -2.31 -1.30 3.47
H -3.66 -2.37 3.51
H -5.95 0.00 0.75
H -5.92 0.35 -0.94
H -5.15 -1.87 -1.47
H -5.09 -2.27 0.33
H -6.58 -1.93 -0.48
H -5.44 1.68 2.30
H -4.39 2.29 3.53
H -3.62 4.09 1.87
H -4.69 3.35 0.69
H -5.35 4.17 2.13
C 5.62 1.04 3.61
C 5.04 -0.32 3.30
O 3.85 -0.07 2.45
P 3.55 -0.90 1.16
O 2.12 -0.85 0.75
O 4.44 -0.34 0.04
C 5.89 -0.27 0.04
C 6.56 -1.61 -0.23
O 4.02 -2.36 1.45
C 3.19 -3.31 2.17
C 3.49 -4.72 1.71
H 5.86 1.54 2.67
H 4.93 1.67 4.17
H 6.52 0.92 4.21
H 5.77 -0.93 2.78
H 4.65 -0.85 4.16
H 6.15 0.41 -0.77
H 6.30 0.12 0.97
H 6.18 -2.33 0.49
H 6.38 -2.02 -1.21
H 7.63 -1.52 -0.06
H 3.33 -3.26 3.26
H 2.15 -3.04 1.96
H 3.55 -4.82 0.63
H 4.35 -5.09 2.26
H 2.60 -5.32 1.95
C 0.28 0.97 -6.22
C 1.55 0.83 -5.41
O 1.26 0.61 -4.01
P 2.00 -0.55 -3.25
O 1.32 -0.67 -1.93
O 2.01 -1.82 -4.14
C 0.76 -2.47 -4.53
C 0.93 -2.94 -5.96
O 3.50 -0.14 -3.16
C 4.46 -0.54 -4.18
C 5.37 0.63 -4.56
H -0.46 0.23 -5.90
H -0.15 1.97 -6.08
H 0.47 0.94 -7.29
H 2.10 -0.01 -5.86
H 2.25 1.65 -5.56
H 0.56 -3.28 -3.83
H -0.05 -1.74 -4.55
H 1.74 -3.65 -6.10
H -0.01 -3.39 -6.28
H 1.18 -2.08 -6.58
H 5.12 -1.30 -3.78
H 3.98 -0.94 -5.07
H 6.20 0.20 -5.13
H 4.83 1.32 -5.20
H 5.73 1.11 -3.66
C 0.75 5.51 0.01
C -0.52 4.93 0.65
O -0.58 3.48 0.66
P 0.22 2.54 1.61
O 0.41 1.22 0.97
O -0.59 2.40 2.94
C -0.74 3.51 3.86
C -0.68 3.06 5.29
O 1.53 3.33 1.94
C 2.40 2.92 3.04
C 3.22 4.13 3.47
H 1.56 5.47 0.74
H 1.02 4.97 -0.89
H 0.59 6.57 -0.16
H -0.68 5.44 1.60
H -1.28 5.20 -0.08
H -0.08 4.34 3.61
H -1.73 3.95 3.67
H -1.39 2.25 5.47
H 0.32 2.77 5.61
H -1.03 3.81 6.00
H 1.80 2.52 3.86
H 3.06 2.14 2.67
H 3.75 3.88 4.39
H 3.96 4.31 2.70
H 2.54 4.97 3.60
C -4.00 -4.73 1.23
C -2.76 -3.95 0.85
O -1.92 -3.88 2.05
P -0.41 -3.54 1.89
O -0.09 -2.32 1.11
O 0.20 -3.46 3.32
C -0.44 -3.89 4.57
C 0.66 -4.43 5.44
O 0.26 -4.81 1.27
C 0.04 -6.17 1.80
C -0.39 -7.08 0.67
H -4.63 -4.94 0.37
H -3.72 -5.59 1.84
H -4.63 -4.20 1.95
H -2.22 -4.45 0.05
H -3.00 -2.94 0.52
H -0.97 -3.02 4.96
H -1.19 -4.66 4.35
H 1.17 -5.27 4.96
H 1.38 -3.62 5.54
H 0.39 -4.79 6.43
H 1.03 -6.46 2.16
H -0.69 -6.16 2.61
H 0.39 -7.17 -0.08
H -0.58 -8.06 1.12
H -1.35 -6.81 0.24
C -0.65 4.50 -4.59
C 0.22 3.73 -3.62
O -0.52 3.39 -2.41
P -1.34 2.07 -2.22
O -0.71 1.05 -1.37
O -2.71 2.52 -1.61
C -3.64 3.38 -2.31
C -3.35 4.85 -2.04
O -1.67 1.63 -3.69
C -2.57 0.51 -3.92
C -3.39 0.80 -5.17
H -0.89 5.51 -4.23
H -0.08 4.71 -5.50
H -1.58 4.00 -4.86
H 0.56 2.80 -4.08
H 1.10 4.32 -3.39
H -3.57 3.21 -3.39
H -4.66 3.15 -2.02
H -3.62 5.17 -1.04
H -2.31 5.10 -2.23
H -3.99 5.45 -2.69
H -1.98 -0.37 -4.17
H -3.21 0.36 -3.05
H -4.16 1.55 -4.97
H -2.83 1.29 -5.97
H -3.90 -0.08 -5.54
```

E_LUMO (Ha): -0.2287
Frontier orbital gap (eV): 9.93
Largest force on an atom (eV/Å): 2.51
Charge: +3

Results of the Mulliken charge analysis, in e, for atoms 1 through 8:
1 Zr 0.943
2 Cl -0.609
3 C -1.275
4 C 0.185
5 O -0.188
6 P -1.296
7 O 2.104
8 O 0.053

Density functional theory data (the ωB97M-V functional and the def2-TZVPD basis) for C36H90F4K3N2O32P6S4 as an isolated structure at a distorted geometry.

Geometry as XYZ:
```
177
Properties=species:S:1:pos:R:3
K 26.33 -17.37 10.30
K 24.04 -20.46 10.67
K 26.15 -13.96 8.60
N 25.01 -16.40 8.24
S 23.45 -16.95 8.54
O 23.36 -18.14 9.34
O 22.52 -16.74 7.46
F 23.07 -15.73 9.49
S 25.23 -16.97 6.87
O 24.78 -16.18 5.74
O 25.33 -18.41 6.78
F 26.80 -16.49 6.85
N 25.03 -18.63 12.46
S 25.59 -19.58 13.76
O 24.61 -20.18 14.60
O 26.76 -19.03 14.44
F 26.17 -20.72 12.87
S 24.28 -17.59 13.34
O 25.08 -16.65 14.05
O 23.05 -18.02 13.93
F 23.66 -16.77 12.06
C 19.48 -19.54 7.46
C 20.96 -19.87 7.68
O 21.19 -21.19 7.22
P 22.70 -21.73 6.97
O 23.74 -21.26 7.91
O 22.39 -23.29 7.02
C 23.49 -24.17 6.94
C 23.00 -25.63 6.95
O 22.93 -21.43 5.42
C 23.35 -20.11 5.01
C 22.32 -19.49 4.09
H 18.91 -20.28 8.03
H 19.23 -18.63 8.01
H 19.29 -19.55 6.39
H 21.58 -19.23 7.04
H 21.32 -19.68 8.69
H 24.16 -23.97 6.10
H 24.16 -23.96 7.78
H 22.23 -25.83 7.69
H 22.62 -25.97 5.98
H 23.83 -26.31 7.14
H 23.57 -19.46 5.86
H 24.29 -20.21 4.46
H 22.57 -18.43 4.00
H 22.37 -19.87 3.07
H 21.34 -19.59 4.55
C 24.97 -13.42 2.15
C 25.19 -13.80 3.61
O 26.58 -13.76 3.88
P 27.24 -12.80 4.92
O 26.83 -12.87 6.35
O 26.95 -11.39 4.25
C 26.39 -10.28 4.97
C 27.44 -9.22 5.30
O 28.79 -13.09 4.69
C 29.71 -12.34 5.50
C 30.14 -13.19 6.70
H 23.97 -13.20 1.77
H 25.66 -12.62 1.87
H 25.38 -14.16 1.45
H 24.59 -13.13 4.24
H 24.79 -14.80 3.82
H 25.72 -9.88 4.20
H 25.79 -10.53 5.84
H 26.99 -8.24 5.44
H 27.88 -9.58 6.23
H 28.17 -9.20 4.49
H 30.58 -12.21 4.86
H 29.35 -11.42 5.96
H 29.37 -13.25 7.46
H 30.36 -14.19 6.30
H 31.10 -12.92 7.14
C 31.75 -22.18 8.96
C 30.32 -22.40 8.48
O 29.51 -21.40 9.16
P 28.65 -20.26 8.42
O 27.98 -19.34 9.38
O 27.77 -21.03 7.32
C 26.93 -22.13 7.64
C 27.26 -23.26 6.66
O 29.71 -19.52 7.45
C 30.61 -18.51 8.00
C 30.59 -17.42 6.93
H 32.43 -22.65 8.25
H 31.97 -21.11 8.90
H 31.89 -22.42 10.01
H 30.24 -22.33 7.40
H 29.92 -23.36 8.82
H 27.01 -22.44 8.69
H 25.86 -21.92 7.56
H 26.58 -24.09 6.87
H 27.08 -22.98 5.62
H 28.27 -23.58 6.90
H 30.33 -18.14 8.98
H 31.57 -19.00 8.09
H 30.65 -17.79 5.91
H 29.71 -16.77 6.97
H 31.41 -16.72 7.12
C 33.53 -18.39 1.96
C 32.51 -19.51 2.20
O 31.34 -19.29 1.41
P 29.95 -18.74 1.96
O 28.91 -18.62 0.93
O 29.70 -19.75 3.20
C 28.35 -20.04 3.53
C 27.81 -18.96 4.49
O 30.36 -17.42 2.77
C 30.67 -16.17 2.12
C 29.46 -15.28 2.02
H 33.18 -17.48 2.45
H 34.52 -18.65 2.32
H 33.61 -18.04 0.93
H 32.89 -20.50 1.96
H 32.26 -19.42 3.26
H 27.68 -20.19 2.69
H 28.29 -20.97 4.09
H 28.29 -19.06 5.46
H 27.92 -17.91 4.22
H 26.72 -19.07 4.55
H 31.46 -15.73 2.74
H 31.18 -16.31 1.17
H 29.70 -14.26 1.76
H 28.84 -15.69 1.22
H 28.88 -15.39 2.94
C 21.70 -13.24 8.42
C 22.33 -13.19 7.03
O 21.29 -13.03 6.06
P 21.61 -12.35 4.67
O 22.74 -11.39 4.71
O 21.94 -13.56 3.63
C 20.92 -14.56 3.42
C 21.07 -15.71 4.41
O 20.18 -11.83 4.17
C 20.19 -11.06 2.97
C 20.39 -9.58 3.26
H 21.04 -12.39 8.60
H 21.12 -14.14 8.62
H 22.50 -13.26 9.16
H 23.10 -12.43 6.87
H 22.75 -14.17 6.79
H 19.91 -14.18 3.55
H 21.05 -14.94 2.40
H 22.08 -15.94 4.74
H 20.58 -15.40 5.34
H 20.51 -16.58 4.04
H 20.86 -11.43 2.18
H 19.17 -11.17 2.60
H 21.41 -9.21 3.37
H 19.93 -8.98 2.47
H 19.89 -9.33 4.20
C 20.89 -15.79 11.95
C 19.45 -15.37 12.30
O 19.08 -14.42 11.28
P 17.64 -13.70 11.43
O 16.73 -14.23 12.45
O 17.11 -13.79 9.93
C 17.73 -13.08 8.86
C 17.93 -14.07 7.70
O 18.05 -12.15 11.52
C 18.64 -11.70 12.76
C 18.54 -10.17 12.72
H 20.92 -15.99 10.89
H 21.55 -14.97 12.22
H 21.12 -16.65 12.57
H 18.74 -16.21 12.35
H 19.41 -14.91 13.29
H 17.20 -12.18 8.58
H 18.71 -12.70 9.17
H 18.06 -13.51 6.76
H 18.78 -14.75 7.77
H 17.04 -14.66 7.51
H 18.15 -12.14 13.63
H 19.70 -11.96 12.83
H 17.53 -9.85 12.51
H 18.82 -9.91 13.75
H 19.20 -9.71 11.99
```

E_LUMO (Ha): -0.1240
Frontier orbital gap (eV): 8.69
ΔE to the lowest compared entry with this formula, charge and spin (kcal per mole): 0.0
Largest force on an atom (eV/Å): 8.95
Charge: +1

Results of the Mulliken charge analysis, in e, for atoms 1 through 8:
1 K 1.052
2 K 0.944
3 K 0.891
4 N 0.225
5 S -0.053
6 O -0.081
7 O -0.257
8 F -0.283